[1]
Density functional theory data (ωB97M-V/def2-TZVPD) for the ion C2H6NO2S with charge -1 in a non-equilibrium geometry.

Geometry (Å):
C  2.3670  0.3361  0.0321
C  -1.6374  0.1935  0.2526
N  -0.3150  0.6656  -0.1323
O  -1.8098  -1.1572  0.1889
O  0.8265  -1.6983  -0.3595
S  1.0357  -0.5524  0.5399
H  2.8645  1.0508  0.7505
H  2.1147  0.7514  -0.9354
H  -1.8029  0.6053  1.1974
H  -2.4666  0.6590  -0.3354
H  -0.9441  -1.6064  0.0049
H  -0.2326  0.7525  -1.2038

Calculated values
Orbital gap   7.003 eV
LUMO energy   4.06 eV
Total charge   -1
HOMO   -2.94 eV

Atom charges from the Mulliken analysis, given in e for atoms 1 to 6: C -0.738; C -0.236; N -0.573; O -0.594; O -0.641; S 0.274



[2]
Density functional theory data (ωB97M-V/def2-TZVPD) for a structure of composition C24H22N4O2Zr in a non-equilibrium geometry.

Geometry (Å):
Zr  -0.2626  0.5964  -0.0194
C  4.3943  -0.1246  -3.1188
C  3.0195  -0.1040  -3.3433
C  2.1375  -0.1944  -2.2582
C  2.6415  -0.2507  -0.9287
C  4.0254  -0.2977  -0.6934
C  4.8795  -0.2107  -1.7869
N  1.7908  -0.2034  0.1515
N  2.2670  -0.5060  1.3784
C  1.2697  -0.4098  2.3150
C  1.6593  -0.6207  3.6583
C  0.7412  -0.4228  4.6697
C  -0.5879  -0.1219  4.3387
C  -0.9612  0.0430  3.0109
C  -0.0643  -0.1164  1.9723
H  5.0858  -0.0635  -3.9482
H  2.6696  -0.0767  -4.3673
H  1.0394  -0.2137  -2.3941
H  4.3509  -0.4004  0.3236
H  5.9612  -0.1486  -1.6533
H  2.7027  -0.8647  3.8104
H  1.0376  -0.5119  5.7254
H  -1.2828  0.0502  5.1433
H  -1.9977  0.3483  2.8184
O  2.5457  3.1427  -1.5078
C  1.4773  3.4924  -1.0439
C  0.9687  4.8707  -0.5980
C  -0.4727  4.6676  -0.0876
C  -0.6474  3.1937  -0.2283
O  -1.6138  2.4463  0.2190
N  0.3855  2.6107  -0.8552
H  1.0597  5.5879  -1.4605
H  1.6861  5.2712  0.1636
H  -1.2474  5.1968  -0.6902
H  -0.6290  4.9718  0.9656
C  -4.1785  -0.0343  -1.1757
C  -3.5921  -1.3548  -0.7416
C  -4.4882  -2.2980  -0.2262
C  -4.0342  -3.5547  0.1651
C  -2.6943  -3.9253  0.0029
C  -1.7661  -3.0217  -0.4790
C  -0.3119  -3.4039  -0.5566
C  -2.1664  -1.6160  -0.8296
N  -1.2971  -0.7057  -1.0850
H  -5.2351  -0.1705  -1.4432
H  -3.6419  0.3939  -2.0370
H  -4.1116  0.7693  -0.3638
H  -5.5272  -2.0041  -0.0928
H  -4.7349  -4.2519  0.6199
H  -2.4129  -4.9421  0.2294
H  -0.1982  -4.4473  -0.8932
H  0.1330  -3.3362  0.4536
H  0.2283  -2.7238  -1.2283

Calculated values
Orbital gap (alpha / beta)   4.058 / 4.060 eV
LUMO energy (alpha / beta)   -2.15 / -2.15 eV
HOMO (alpha / beta)   -6.21 / -6.21 eV

Atom charges from the Mulliken analysis, given in e for atoms 1 to 6: Zr 0.584; C -0.502; C -0.799; C 0.127; C 0.113; C -0.406



[3]
Density functional theory data (ωB97M-V/def2-TZVPD) for a cluster of 7 separate species, C3H21NO8 in total in a non-equilibrium geometry.

Geometry (Å):
C  2.4242  0.1065  0.2769
C  1.2403  0.2771  1.3260
O  0.1560  -0.5451  0.9485
N  1.9779  -0.4152  -0.9661
C  1.4964  0.4893  -2.0323
O  0.1683  0.2163  -2.3517
H  3.0312  0.9933  0.2311
H  3.0312  -0.6503  0.7889
H  0.9793  1.3248  1.1918
H  1.4858  0.1711  2.3859
H  -0.1878  -1.0533  1.7122
H  1.4572  -1.2930  -0.9030
H  1.6848  1.5471  -1.8554
H  2.0633  0.0337  -2.8898
H  -0.4092  0.7311  -1.7764
H  -3.6622  1.0368  -1.5040
H  -3.6898  2.0324  -0.2925
O  -3.2620  1.8116  -1.1268
H  0.7982  2.7443  3.2592
H  0.2122  3.1425  1.9017
O  1.0426  3.0952  2.3946
H  -1.5205  -0.2362  0.0017
H  -1.6595  -1.6722  -0.3340
O  -2.2135  -0.8803  -0.2203
H  -0.7758  1.9177  0.0687
H  -1.7397  3.1408  0.0957
O  -0.8691  2.8338  0.3875
H  -1.8058  -3.5332  1.2808
H  -0.4865  -2.9755  0.7512
O  -1.0233  -3.0372  1.5626
H  1.2258  -4.1240  -0.3851
H  0.4262  -3.3806  -1.5516
O  0.3875  -3.7676  -0.6686

Calculated values
Multiplicity   2
Orbital gap (alpha / beta)   10.817 / 6.261 eV
LUMO energy (alpha / beta)   -3.21 / -7.77 eV
⟨S²⟩   0.7556
Total charge   +1
HOMO (alpha / beta)   -14.03 / -14.03 eV

Atom charges from the Mulliken analysis, given in e for atoms 1 to 6: C -0.912; C 0.106; O -0.444; N 0.172; C -0.412; O -0.451



[4]
Density functional theory data (ωB97M-V/def2-TZVPD) for an isolated molecule of C6H8 in a non-equilibrium geometry.

Geometry (Å):
C  0.4677  1.3999  0.8847
C  0.6597  0.6434  -0.4245
C  0.4797  -0.7529  -0.9956
C  -0.1569  -1.5508  0.1036
C  -0.8617  -0.6911  0.8384
C  -0.6976  0.6825  0.2530
H  0.7959  1.0745  1.8766
H  0.6132  2.4682  0.7320
H  0.7620  1.3734  -1.2236
H  1.2588  -1.2071  -1.6099
H  -0.4549  -0.4651  -1.6494
H  -0.1416  -2.6338  0.1559
H  -1.5119  -0.9001  1.6822
H  -1.3525  0.7455  -0.6748

Calculated values
SMILES   C1=C[C@H]2C[C@H]2C1
Orbital gap   9.922 eV
LUMO energy   1.17 eV
HOMO   -8.75 eV

Atom charges from the Mulliken analysis, given in e for atoms 1 to 6: C -0.585; C -0.206; C -0.499; C -0.311; C -0.640; C -0.200



[5]
Density functional theory data (ωB97M-V/def2-TZVPD) for a structure of composition C13H7CoN2O6 in a non-equilibrium geometry.

Geometry (Å):
Co  0.3855  1.8066  -0.7600
O  -1.3800  4.7034  0.9931
C  -0.9594  3.6560  0.6059
O  0.1220  3.4762  -0.1622
C  -1.6050  2.3357  0.9222
C  -2.7803  2.1796  1.6167
C  -3.2342  0.8880  1.8524
C  -2.4926  -0.1941  1.4010
C  -1.3262  0.0343  0.6956
N  -0.9085  1.2813  0.4682
H  -3.3092  3.0612  1.9501
H  -4.1600  0.7260  2.3876
H  -2.8088  -1.2105  1.5843
H  -0.7113  -0.7712  0.3159
O  2.2202  -4.5736  -1.3783
C  2.5056  -3.9015  -0.3808
O  3.1385  -4.1317  0.6586
C  2.1652  -2.3955  -0.5521
C  2.4938  -1.4836  0.4498
C  2.0792  -0.1744  0.3578
N  1.3660  0.2396  -0.6998
C  1.0779  -0.6192  -1.6988
C  1.4676  -1.9329  -1.6714
C  0.2542  0.0337  -2.7490
O  -0.0154  -0.4130  -3.8196
O  -0.1561  1.2593  -2.3292
H  3.0560  -1.8381  1.3033
H  2.3017  0.5637  1.1193
H  1.2140  -2.6050  -2.4803

Calculated values
Orbital gap (alpha / beta)   5.420 / 5.490 eV
LUMO energy (alpha / beta)   -3.08 / -3.01 eV
HOMO (alpha / beta)   -8.50 / -8.50 eV

Atom charges from the Mulliken analysis, given in e for atoms 1 to 6: Co -0.015; O -0.532; C 0.621; O -0.631; C 0.470; C -0.576



[6]
Density functional theory data (ωB97M-V/def2-TZVPD) for a cluster of 2 separate species, C2F4O5S2 in total in a non-equilibrium geometry.

Geometry (Å):
C  -2.6318  -0.8305  0.1528
C  0.3188  -0.2604  0.6408
O  -3.5265  -0.4342  -0.4692
O  0.7064  2.3288  0.1714
O  -0.9578  1.3025  -1.3745
O  1.6061  0.5154  -1.2811
O  2.4216  -1.7675  -0.5826
F  -2.3282  -0.5878  1.4039
F  0.6109  0.4816  1.8002
F  -1.7225  -1.7095  -0.2702
F  3.3441  0.2380  0.4635
S  0.1571  1.1940  -0.4795
S  2.0019  -0.4704  -0.1755

Calculated values
Orbital gap   9.176 eV
LUMO energy   -1.61 eV
HOMO   -10.79 eV

Atom charges from the Mulliken analysis, given in e for atoms 1 to 6: C 0.659; C 0.101; O -0.342; O -0.501; O -0.523; O -0.299



Repeat the fourth record exactly.
Density functional theory data (ωB97M-V/def2-TZVPD) for an isolated molecule of C6H8 in a non-equilibrium geometry.

Geometry (Å):
C  0.4677  1.3999  0.8847
C  0.6597  0.6434  -0.4245
C  0.4797  -0.7529  -0.9956
C  -0.1569  -1.5508  0.1036
C  -0.8617  -0.6911  0.8384
C  -0.6976  0.6825  0.2530
H  0.7959  1.0745  1.8766
H  0.6132  2.4682  0.7320
H  0.7620  1.3734  -1.2236
H  1.2588  -1.2071  -1.6099
H  -0.4549  -0.4651  -1.6494
H  -0.1416  -2.6338  0.1559
H  -1.5119  -0.9001  1.6822
H  -1.3525  0.7455  -0.6748

Calculated values
SMILES   C1=C[C@H]2C[C@H]2C1
Orbital gap   9.922 eV
LUMO energy   1.17 eV
HOMO   -8.75 eV

Atom charges from the Mulliken analysis, given in e for atoms 1 to 6: C -0.585; C -0.206; C -0.499; C -0.311; C -0.640; C -0.200